# 1
Molecular formula: C32H92N10O14
Method: DFT, the ωB97M-V functional and the def2-TZVPD basis

Summary:
- largest force on an atom (eV/Å) = 7.639
- HOMO-LUMO gap (eV) = 9.03
- DFT total energy (Eh) = -2875.3872
- E_LUMO (eV) = 0.09
- energy relative to the best compared isomer or geometry (same formula, charge and spin) (kJ/mol) = 318.94

```
148
C32H92N10O14, DFT the ωB97M-V functional and the def2-TZVPD basis
C 1.94 -4.18 -2.41
O 1.10 -5.13 -2.24
N 3.27 -4.22 -2.16
N 1.52 -2.98 -2.72
H 3.69 -5.02 -1.71
H 3.87 -3.42 -2.31
H 2.18 -2.23 -2.89
H 0.53 -2.80 -2.63
C -2.78 3.33 -2.42
O -2.55 3.46 -3.57
N -3.08 2.19 -1.85
N -2.84 4.26 -1.56
H -3.10 1.41 -2.49
H -2.83 2.15 -0.87
H -2.51 5.18 -1.78
H -3.27 3.95 -0.70
C 5.41 -0.68 1.05
O 6.39 -0.50 1.70
N 4.17 -0.45 1.44
N 5.53 -1.21 -0.14
H 3.39 -0.56 0.81
H 3.95 -0.25 2.41
H 6.49 -1.19 -0.46
H 4.75 -1.43 -0.74
C 2.20 0.17 -4.74
O 2.28 -0.17 -3.57
N 1.22 -0.10 -5.47
N 3.06 0.93 -5.36
H 0.46 -0.72 -5.22
H 1.38 0.17 -6.42
H 2.87 1.29 -6.29
H 3.64 1.45 -4.72
C -2.37 0.47 -5.05
O -2.41 0.20 -3.84
N -2.90 1.55 -5.56
N -1.84 -0.23 -6.01
H -3.14 2.28 -4.90
H -2.99 1.74 -6.55
H -1.96 -0.07 -7.00
H -1.32 -1.05 -5.73
C -6.51 0.23 2.50
C -5.27 1.02 2.27
C -4.71 0.75 0.80
O -5.49 2.36 2.43
H -6.90 0.33 3.52
H -6.14 -0.79 2.60
H -7.34 0.28 1.80
H -4.47 0.65 2.91
H -5.26 1.37 0.09
H -4.75 -0.31 0.56
H -3.63 0.83 0.72
H -6.33 2.48 1.98
C -2.57 -2.81 2.21
C -2.88 -3.25 3.64
C -4.18 -4.10 3.80
O -1.75 -4.07 3.85
H -1.56 -2.41 2.16
H -3.25 -2.00 1.93
H -2.65 -3.61 1.47
H -2.76 -2.39 4.30
H -5.05 -3.65 4.27
H -3.96 -4.99 4.40
H -4.38 -4.38 2.77
H -0.93 -3.65 3.60
C 2.67 3.72 -0.79
C 3.90 4.49 -0.30
C 4.76 3.72 0.66
O 4.69 4.77 -1.43
H 3.09 2.82 -1.24
H 2.22 4.13 -1.69
H 1.97 3.48 0.02
H 3.49 5.39 0.16
H 5.55 4.35 1.07
H 5.24 2.87 0.20
H 4.21 3.22 1.46
H 5.35 5.43 -1.20
C -3.86 -2.24 -1.79
C -2.54 -3.00 -2.04
C -2.75 -4.10 -3.03
O -1.55 -2.15 -2.64
H -4.45 -2.68 -0.99
H -4.62 -2.05 -2.55
H -3.65 -1.23 -1.42
H -2.20 -3.30 -1.04
H -1.81 -4.66 -2.97
H -2.93 -3.72 -4.03
H -3.54 -4.81 -2.79
H -1.94 -1.39 -3.08
C 2.06 1.73 3.55
C 3.34 1.29 4.30
C 3.30 1.53 5.78
O 3.57 -0.05 4.06
H 1.20 1.16 3.90
H 2.13 1.52 2.49
H 1.86 2.79 3.70
H 4.18 1.88 3.94
H 4.31 1.42 6.19
H 2.62 0.88 6.33
H 3.21 2.61 5.87
H 2.74 -0.51 4.23
C 0.76 3.94 -4.17
C 0.20 4.39 -5.54
C 0.45 3.40 -6.66
O -1.18 4.44 -5.62
H 0.37 3.03 -3.70
H 0.68 4.77 -3.46
H 1.80 3.68 -4.34
H 0.73 5.31 -5.79
H -0.13 2.48 -6.59
H 1.50 3.14 -6.79
H 0.09 3.88 -7.57
H -1.51 4.00 -4.83
C 2.84 -3.51 3.49
C 1.84 -2.85 2.57
C 1.72 -3.68 1.24
O 0.61 -2.90 3.27
H 2.77 -3.37 4.57
H 3.86 -3.20 3.25
H 2.89 -4.56 3.20
H 2.17 -1.84 2.34
H 1.59 -4.75 1.39
H 2.56 -3.47 0.58
H 0.89 -3.30 0.64
H 0.73 -2.34 4.04
C -0.27 -0.27 0.93
C 0.43 -0.30 -0.38
C -0.16 0.69 -1.38
O 1.77 0.11 -0.19
H 0.03 0.67 1.38
H 0.19 -1.02 1.57
H -1.32 -0.54 0.77
H 0.45 -1.31 -0.78
H -1.24 0.75 -1.22
H 0.01 0.30 -2.39
H 0.18 1.73 -1.31
H 2.09 0.37 -1.05
C -0.40 0.16 6.96
C -0.53 -0.66 5.79
C -1.22 0.07 4.65
O 0.75 -1.11 5.34
H -1.40 0.21 7.39
H -0.14 1.19 6.71
H 0.21 -0.37 7.69
H -1.15 -1.52 6.06
H -0.84 1.06 4.42
H -2.26 0.13 4.97
H -1.15 -0.40 3.67
H 1.19 -1.49 6.11
```


# 2
Molecular formula: C32H96O16
Method: DFT, the ωB97M-V functional and the def2-TZVPD basis

Summary:
- largest force on an atom (eV/Å) = 1.947
- HOMO-LUMO gap (eV) = 10.38
- DFT total energy (Eh) = -2480.5152
- E_LUMO (eV) = 0.47
- energy relative to the best compared isomer or geometry (same formula, charge and spin) (kJ/mol) = 114.88

```
144
C32H96O16, DFT the ωB97M-V functional and the def2-TZVPD basis
C -2.41 -0.51 -5.11
C -1.62 -1.33 -4.08
O -1.34 -0.56 -2.93
H -3.34 -0.17 -4.64
H -2.78 -1.10 -5.95
H -1.82 0.33 -5.47
H -0.71 -1.74 -4.52
H -2.23 -2.21 -3.87
H -0.80 -1.10 -2.34
C 2.45 -4.72 0.61
C 3.07 -3.46 1.20
O 2.69 -2.36 0.37
H 1.38 -4.50 0.52
H 2.58 -5.60 1.23
H 2.66 -4.95 -0.43
H 4.16 -3.55 1.22
H 2.75 -3.23 2.22
H 2.82 -1.57 0.91
C 0.78 -4.88 3.77
C -0.30 -3.90 3.30
O -0.36 -2.86 4.25
H 1.79 -4.48 3.74
H 0.70 -5.76 3.13
H 0.58 -5.22 4.78
H -1.32 -4.26 3.20
H 0.01 -3.53 2.32
H -0.88 -2.16 3.85
C 1.86 -0.19 3.89
C 3.28 -0.38 3.41
O 3.39 -0.22 2.00
H 1.21 -0.85 3.32
H 1.62 0.85 3.66
H 1.71 -0.39 4.95
H 3.66 -1.37 3.68
H 3.98 0.32 3.88
H 3.24 0.73 1.90
C -4.15 -1.76 -0.86
C -5.47 -1.37 -1.56
O -6.01 -2.52 -2.19
H -4.26 -2.60 -0.18
H -3.77 -0.91 -0.29
H -3.43 -2.07 -1.61
H -5.31 -0.62 -2.33
H -6.20 -0.95 -0.87
H -5.36 -2.80 -2.84
C -0.87 4.83 4.17
C -0.36 3.63 3.43
O 0.77 4.02 2.71
H -0.14 5.06 4.94
H -1.82 4.66 4.69
H -1.04 5.65 3.46
H -1.17 3.24 2.81
H -0.17 2.85 4.16
H 0.55 4.77 2.13
C -3.99 3.56 -2.44
C -3.21 2.38 -2.93
O -2.50 1.81 -1.85
H -4.58 3.33 -1.56
H -4.67 3.98 -3.19
H -3.26 4.34 -2.21
H -2.60 2.62 -3.81
H -3.92 1.63 -3.29
H -2.01 1.05 -2.18
C 4.04 4.39 0.76
C 4.22 3.50 1.94
O 3.10 2.63 2.02
H 3.28 5.15 0.95
H 3.72 3.85 -0.13
H 4.97 4.89 0.47
H 4.45 4.07 2.84
H 5.10 2.86 1.79
H 2.35 3.10 2.41
C -4.91 1.65 1.07
C -3.43 1.92 1.35
O -2.96 3.00 0.57
H -5.63 2.46 1.16
H -5.25 0.81 1.69
H -5.02 1.22 0.07
H -2.89 1.04 0.99
H -3.21 2.03 2.41
H -2.70 2.62 -0.28
C 0.45 2.22 -3.47
C 1.94 1.89 -3.68
O 2.36 2.17 -4.97
H -0.17 1.74 -4.24
H 0.32 3.30 -3.52
H 0.08 1.82 -2.53
H 2.10 0.84 -3.41
H 2.50 2.50 -2.96
H 3.21 1.75 -5.11
C 0.02 4.49 -0.69
C -0.59 5.55 0.23
O 0.40 6.27 0.97
H -0.77 3.95 -1.21
H 0.64 3.83 -0.09
H 0.66 4.97 -1.43
H -1.28 5.11 0.95
H -1.19 6.22 -0.38
H 0.87 6.83 0.34
C -1.83 0.29 4.21
C -2.92 -0.67 3.80
O -2.42 -1.56 2.82
H -2.18 1.05 4.90
H -1.37 0.77 3.35
H -1.08 -0.31 4.75
H -3.83 -0.16 3.48
H -3.24 -1.22 4.69
H -3.08 -2.23 2.64
C 4.51 -0.27 -1.79
C 5.72 -0.58 -0.87
O 6.84 -0.90 -1.66
H 4.69 0.61 -2.40
H 3.66 -0.06 -1.13
H 4.20 -1.14 -2.36
H 5.43 -1.42 -0.24
H 5.93 0.30 -0.26
H 7.57 -1.03 -1.05
C -1.46 -4.25 -0.85
C -1.57 -5.43 0.10
O -1.36 -6.64 -0.60
H -2.17 -4.25 -1.67
H -0.50 -4.26 -1.37
H -1.54 -3.32 -0.29
H -2.60 -5.48 0.45
H -1.01 -5.31 1.03
H -1.10 -7.33 0.01
C 1.65 -3.17 -3.35
C 2.65 -2.91 -4.47
O 3.09 -4.19 -4.95
H 1.16 -2.23 -3.11
H 2.20 -3.45 -2.45
H 0.91 -3.92 -3.63
H 3.53 -2.34 -4.16
H 2.10 -2.39 -5.26
H 3.80 -4.03 -5.57
C 0.29 0.87 0.52
C -0.26 -0.50 0.20
O 0.43 -1.11 -0.86
H 1.25 0.83 1.03
H -0.44 1.43 1.11
H 0.52 1.46 -0.36
H -1.31 -0.39 -0.07
H -0.32 -1.12 1.10
H 1.22 -1.57 -0.55
```